1.
{"formula": "C4H7NO2", "method": "ωB97M-V/def2-TZVPD", "species": ["C", "C", "C", "C", "N", "O", "O", "H", "H", "H", "H", "H", "H", "H"], "positions_angstrom": [[-1.457337, -3.034611, 0.218319], [-1.305124, -1.875623, 0.535388], [-0.132588, 2.762384, -0.311787], [1.968013, -1.322501, 0.199889], [0.467396, 0.454944, 0.246943], [0.812163, 1.843409, 0.370977], [1.617158, -0.105907, 0.352087], [-1.627694, -4.001339, -0.058656], [-1.244472, 2.470815, -0.080082], [0.198004, 2.855134, -1.295417], [0.049003, 3.797498, 0.243782], [3.115927, -1.407332, 0.298255], [-1.181914, -0.888818, 0.728855], [1.456588, -2.276753, -0.029105]], "forces_ev_per_a": [[0.4, 3.3, 0.9], [-0.7, -4.0, -1.0], [-0.7, 0.3, 4.4], [3.4, -2.4, 0.0], [-1.4, 1.6, -0.5], [-0.8, 0.1, -0.1], [0.8, 1.0, -0.1], [-0.3, -1.9, -0.5], [2.2, 0.4, -0.9], [-0.2, 0.0, -1.8], [-0.3, -2.2, -1.2], [-2.1, 0.2, 0.0], [0.3, 2.3, 0.6], [-0.7, 1.4, 0.2]], "relative_energy_kcal_mol": 227.70, "total_charge": 0, "multiplicity": 1, "homo_lumo_gap_ev": [8.97, 8.29]}

=====

2.
{"formula": "C27H32N2O2PS3SiSn", "method": "ωB97M-V/def2-TZVPD", "species": ["Sn", "N", "C", "C", "C", "C", "C", "C", "C", "C", "C", "C", "C", "C", "H", "H", "H", "H", "H", "H", "H", "H", "H", "H", "O", "S", "O", "N", "C", "S", "C", "C", "C", "C", "C", "C", "H", "H", "H", "H", "S", "C", "Si", "C", "C", "C", "C", "H", "H", "H", "H", "H", "H", "H", "H", "H", "C", "P", "C", "C", "H", "H", "H", "H", "H", "H", "H", "H", "H"], "positions_angstrom": [[-0.048875, -1.165136, 1.081774], [1.525711, -0.036538, 2.641583], [1.037401, 1.221776, 2.992954], [1.804373, 2.366050, 2.766584], [1.290395, 3.626733, 3.013469], [-0.013050, 3.766100, 3.470703], [-0.775944, 2.629650, 3.697017], [-0.270053, 1.348705, 3.481181], [-1.111319, 0.153928, 3.800354], [-1.836954, 0.149581, 5.000221], [-2.660671, -0.914476, 5.332951], [-2.767136, -2.000173, 4.469438], [-2.040822, -2.009083, 3.284617], [-1.207526, -0.946411, 2.938813], [2.488506, -0.075256, 2.347618], [1.258238, -0.822124, 3.220240], [2.812824, 2.248037, 2.383862], [1.905597, 4.500229, 2.834829], [-0.437099, 4.748450, 3.636981], [-1.801701, 2.728570, 4.032778], [-1.764889, 1.006197, 5.661689], [-3.224462, -0.891503, 6.258991], [-3.412142, -2.835450, 4.717400], [-2.121454, -2.865506, 2.625231], [-0.093223, -2.275477, -4.331682], [-0.016329, -3.055156, -3.122543], [1.204455, -3.758817, -2.873921], [-0.482900, -2.126648, -1.832907], [-1.684497, -2.448466, -1.430666], [-2.464807, -1.696498, -0.109770], [-2.310055, -3.596653, -2.159680], [-3.558819, -4.163295, -1.971820], [-3.885643, -5.289979, -2.717777], [-2.980149, -5.838865, -3.622488], [-1.733953, -5.256398, -3.822706], [-1.432182, -4.131671, -3.083218], [-4.248991, -3.740272, -1.252496], [-4.855198, -5.756617, -2.592202], [-3.249918, -6.729985, -4.176700], [-1.020224, -5.666641, -4.527408], [1.322181, -2.973860, 1.264474], [0.086506, 4.790682, -0.749706], [-0.386293, 3.185285, -1.596724], [-2.188566, 3.260668, -2.101453], [0.660589, 3.019886, -3.142450], [-0.148296, 1.758249, -0.489975], [-0.007831, 0.751149, 0.174232], [-0.223900, 5.650854, -1.350519], [1.169835, 4.850058, -0.607186], [-0.381895, 4.875766, 0.235226], [-2.375971, 4.091426, -2.788476], [-2.839368, 3.382982, -1.231007], [-2.479375, 2.331885, -2.601128], [0.432558, 3.805136, -3.868326], [0.488906, 2.053004, -3.625354], [1.726553, 3.081100, -2.902315], [4.638484, -0.969922, -0.492235], [3.282782, 0.284156, -0.502353], [4.227043, 1.707563, -1.216393], [2.445908, -0.311483, -2.022102], [5.133957, -1.031864, -1.465533], [4.182239, -1.934551, -0.256264], [5.375977, -0.735045, 0.278131], [4.708043, 1.446967, -2.163776], [4.992843, 2.028367, -0.505394], [3.545956, 2.546697, -1.380352], [3.091562, -0.227120, -2.900469], [1.521113, 0.241387, -2.184804], [2.181942, -1.360338, -1.871064]], "forces_ev_per_a": [[-0.7, 0.2, 0.3], [0.0, -0.1, 0.2], [-0.1, 0.4, 0.1], [0.1, -0.2, 0.0], [0.0, 0.0, 0.0], [0.0, -0.1, 0.0], [0.1, 0.0, 0.0], [-0.2, -0.1, 0.2], [-0.1, 0.0, 0.1], [-0.1, 0.1, -0.2], [0.0, 0.0, -0.1], [0.1, 0.1, 0.0], [-0.1, 0.1, 0.3], [0.2, 0.1, -0.4], [0.1, -0.1, -0.2], [0.3, 0.1, 0.3], [0.0, 0.0, 0.0], [0.0, 0.0, 0.0], [0.0, 0.0, 0.0], [0.0, 0.0, 0.0], [0.0, -0.1, 0.0], [0.0, 0.0, 0.0], [0.0, 0.0, 0.0], [0.0, 0.0, 0.0], [0.0, 0.0, 0.1], [-0.1, 0.1, -0.3], [0.0, -0.1, 0.2], [-0.4, -0.2, 0.0], [0.4, 0.1, -0.1], [0.5, -0.2, 0.0], [0.0, -0.1, 0.0], [0.0, -0.1, 0.0], [0.0, 0.0, 0.0], [0.0, 0.0, 0.0], [0.1, 0.1, -0.1], [-0.1, 0.1, 0.1], [0.1, 0.0, 0.0], [0.0, 0.0, 0.0], [0.0, 0.0, 0.0], [-0.1, 0.0, 0.0], [-0.1, 0.0, -0.4], [0.0, 0.0, 0.2], [-0.1, 0.3, -0.2], [-0.1, -0.1, 0.0], [0.1, -0.2, 0.0], [0.1, 0.0, 0.1], [-0.2, -0.3, -0.3], [0.0, 0.0, 0.0], [-0.1, 0.0, 0.0], [0.0, 0.0, -0.1], [0.0, 0.0, 0.0], [0.1, 0.0, 0.0], [0.0, 0.1, 0.0], [0.0, 0.0, 0.1], [0.0, 0.1, 0.0], [-0.1, 0.0, 0.0], [-0.1, 0.0, 0.0], [0.4, -0.2, -0.2], [-0.1, 0.0, 0.1], [-0.2, 0.0, 0.1], [0.0, 0.0, 0.0], [0.1, 0.0, 0.0], [0.0, 0.0, 0.0], [0.0, 0.0, 0.0], [0.0, 0.0, 0.0], [0.1, 0.0, 0.0], [0.0, 0.0, 0.0], [0.0, 0.0, 0.0], [0.0, 0.0, 0.0]], "relative_energy_kcal_mol": 12.04, "total_charge": -1, "multiplicity": 1, "homo_lumo_gap_ev": 7.23}

=====

3.
{"formula": "C20H30N4O4", "method": "ωB97M-V/def2-TZVPD", "species": ["C", "O", "C", "C", "C", "C", "N", "C", "C", "O", "N", "C", "C", "C", "O", "C", "N", "C", "O", "C", "N", "C", "C", "C", "C", "C", "C", "C", "H", "H", "H", "H", "H", "H", "H", "H", "H", "H", "H", "H", "H", "H", "H", "H", "H", "H", "H", "H", "H", "H", "H", "H", "H", "H", "H", "H", "H", "H"], "positions_angstrom": [[0.605563, -1.078776, -7.585176], [0.884424, -0.988376, -6.204194], [-0.187907, -0.890616, -5.358897], [-1.517714, -0.869604, -5.760561], [-2.523731, -0.790452, -4.811249], [-2.252525, -0.728536, -3.444914], [-3.284228, -0.607444, -2.528813], [-0.902359, -0.725535, -3.048050], [-0.550478, -0.653039, -1.597761], [-1.276828, -1.094597, -0.713904], [0.634465, -0.068377, -1.296084], [1.044559, 0.105365, 0.086158], [2.403449, 0.782407, 0.138287], [2.942169, 0.905877, 1.548118], [2.016726, 1.659504, 2.292439], [3.409378, -0.442615, 2.164944], [4.782375, -0.002626, 1.928860], [6.018222, -0.507355, 2.130081], [7.011799, 0.180105, 1.959220], [6.069426, -1.990374, 2.521958], [5.250528, -2.174417, 3.712667], [5.828864, -1.463179, 4.843531], [4.969267, -3.553487, 4.067638], [5.777956, -2.833207, 1.250790], [7.300521, -2.866896, 0.989840], [7.531600, -2.501483, 2.471051], [4.423582, 1.366890, 1.592765], [0.101362, -0.818098, -4.006724], [1.566967, -1.152082, -8.086117], [0.011249, -1.967636, -7.816131], [0.079200, -0.190544, -7.946670], [-1.788248, -0.924302, -6.805225], [-3.556908, -0.777321, -5.138338], [-3.051011, -0.922605, -1.597791], [-4.186604, -0.902070, -2.861365], [1.114883, 0.448491, -2.011902], [0.303731, 0.693492, 0.629219], [1.080223, -0.874946, 0.566560], [3.128484, 0.212948, -0.451970], [2.339619, 1.786165, -0.293782], [2.335568, 1.748062, 3.196594], [3.165287, -0.545007, 3.224287], [3.117612, -1.356274, 1.645105], [5.146918, -1.514542, 5.692893], [6.798234, -1.880139, 5.155834], [5.984551, -0.412646, 4.593012], [4.363561, -3.559237, 4.974146], [4.392470, -4.046842, 3.288112], [5.872641, -4.149615, 4.267521], [5.404721, -3.824081, 1.501116], [5.129180, -2.388593, 0.495655], [7.716288, -3.806507, 0.632144], [7.617938, -2.059367, 0.332712], [8.308437, -1.777056, 2.699446], [7.650424, -3.392909, 3.088536], [4.855170, 1.740521, 0.663458], [4.635889, 2.076372, 2.398885], [1.141837, -0.874351, -3.712019]], "forces_ev_per_a": [[0.0, 0.0, 0.0], [0.0, 0.0, 0.0], [0.0, 0.0, 0.0], [0.0, 0.0, 0.0], [0.0, 0.0, 0.0], [0.0, 0.0, 0.0], [0.0, 0.0, 0.0], [0.0, 0.0, 0.0], [0.0, 0.0, 0.0], [0.0, 0.0, 0.0], [0.0, 0.0, 0.0], [0.0, 0.0, 0.0], [0.0, 0.0, 0.0], [0.0, 0.0, 0.0], [0.0, 0.0, 0.0], [0.0, 0.0, 0.0], [0.0, 0.0, 0.1], [0.0, 0.0, 0.0], [0.0, 0.0, 0.0], [0.0, 0.0, 0.0], [0.0, 0.0, 0.0], [0.0, 0.0, 0.0], [0.0, 0.0, 0.0], [0.0, 0.0, 0.0], [0.0, 0.0, 0.0], [0.0, 0.0, 0.0], [0.0, 0.0, 0.0], [0.0, 0.0, 0.0], [0.0, 0.0, 0.0], [0.0, 0.0, 0.0], [0.0, 0.0, 0.0], [0.0, 0.0, 0.0], [0.0, 0.0, 0.0], [0.0, 0.0, 0.0], [0.0, 0.0, 0.0], [0.0, 0.0, 0.0], [0.0, 0.0, 0.0], [0.0, 0.0, 0.0], [0.0, 0.0, 0.0], [0.0, 0.0, 0.0], [0.0, 0.0, 0.0], [0.0, 0.0, 0.0], [0.0, 0.0, 0.0], [0.0, 0.0, 0.0], [0.0, 0.0, 0.0], [0.0, 0.0, 0.0], [0.0, 0.0, 0.0], [0.0, 0.0, 0.0], [0.0, 0.0, 0.0], [0.0, 0.0, 0.0], [0.0, 0.0, 0.0], [0.0, 0.0, 0.0], [0.0, 0.0, 0.0], [0.0, 0.0, 0.0], [0.0, 0.0, 0.0], [0.0, 0.0, 0.0], [0.0, 0.0, 0.0], [0.0, 0.0, 0.0]], "relative_energy_kcal_mol": 64.42, "total_charge": 0, "multiplicity": 1, "homo_lumo_gap_ev": 8.10, "smiles": "COc1ccc(N)c(C(=O)NCCC2(O)CN(C(=O)C3(N(C)C)CCC3)C2)c1"}

=====

4.
{"formula": "C7H13ClFNO4PS", "method": "ωB97M-V/def2-TZVPD", "species": ["C", "O", "C", "C", "C", "C", "P", "O", "Cl", "S", "O", "O", "F", "H", "H", "H", "H", "H", "H", "H", "H", "H", "H", "C", "C", "N", "H", "H", "H"], "positions_angstrom": [[2.301087, 2.032267, 1.323519], [2.518504, 1.328523, 0.050002], [1.869461, 0.006407, 0.023549], [0.525758, -0.006396, -0.971968], [-0.749931, 0.351659, -0.007082], [-2.066445, 0.944796, -0.782610], [-3.482668, 1.074654, 0.549071], [-4.258408, -0.483372, 0.778004], [-2.646438, 1.606365, 2.462910], [-1.833997, 2.719043, -1.355871], [-1.959768, 3.646332, -0.104855], [-3.057804, 3.041618, -2.296092], [-0.429240, 2.992950, -2.300400], [1.198802, 2.440429, 1.439450], [3.007806, 2.992524, 1.317154], [2.568010, 1.397897, 2.284465], [2.630688, -0.821494, -0.337713], [1.496176, -0.294676, 1.116630], [0.753520, 0.776306, -1.811468], [0.447724, -1.071571, -1.499541], [-0.369430, 1.031666, 0.865996], [-1.084317, -0.674546, 0.499045], [-4.339870, -0.585268, 1.790129], [0.829005, -4.369193, -0.695643], [1.839579, -3.469340, -0.115013], [2.638128, -2.758302, 0.343666], [0.408898, -5.044853, 0.056952], [-0.006396, -3.811454, -1.131902], [1.251568, -4.992973, -1.490381]], "forces_ev_per_a": [[0.1, 1.3, 0.4], [-1.0, -0.7, 2.0], [-0.8, -1.1, -0.3], [1.2, 0.1, 0.8], [0.1, -0.5, -0.8], [1.8, -1.0, 2.3], [-1.1, 1.2, -2.2], [1.9, 0.8, 2.2], [0.2, -0.8, 0.0], [-6.7, 2.8, 1.5], [1.9, -2.4, -4.1], [5.1, -1.3, 2.5], [-1.6, -0.5, 1.5], [2.1, -1.0, -0.3], [-1.5, -2.2, -0.1], [-0.5, 1.0, -2.0], [-1.4, 2.3, 0.8], [1.0, 0.6, -2.3], [-0.7, -1.4, 1.6], [0.0, 2.2, 1.2], [-0.7, -1.1, -1.6], [0.5, 2.2, -1.0], [0.2, 0.2, -2.2], [-0.2, -0.1, -0.1], [0.9, 0.7, 0.5], [-1.2, -1.9, -0.6], [0.2, 0.2, 0.0], [0.2, 0.1, 0.2], [0.1, 0.2, 0.2]], "total_charge": -1, "multiplicity": 1, "homo_lumo_gap_ev": 6.89}

=====

5.
{"formula": "CH3I2N", "method": "ωB97M-V/def2-TZVPD", "species": ["C", "N", "I", "I", "H", "H", "H"], "positions_angstrom": [[-0.686376, -0.766871, 0.092552], [0.119978, 1.427888, 0.265844], [1.181679, -1.965686, -0.116740], [2.070170, 1.372876, -0.073163], [-1.221093, -1.064650, -0.825665], [-1.163729, -0.903599, 1.084416], [-0.300627, 1.900045, -0.427245]], "forces_ev_per_a": [[2.2, -0.1, -0.1], [0.9, -4.2, 3.9], [-1.8, 0.8, 0.4], [0.2, 0.5, -0.2], [0.0, 0.8, 0.6], [0.5, 0.3, -0.9], [-1.9, 1.9, -3.7]], "relative_energy_kcal_mol": 76.27, "total_charge": 0, "multiplicity": 1, "homo_lumo_gap_ev": [7.72, 7.93]}

=====

6.
{"formula": "C21H30F5NOOsP2S", "method": "ωB97M-V/def2-TZVPD", "species": ["Os", "P", "P", "N", "H", "C", "H", "H", "H", "C", "H", "H", "H", "C", "H", "H", "H", "C", "H", "H", "H", "C", "H", "H", "H", "C", "H", "H", "H", "C", "C", "C", "C", "C", "C", "H", "H", "H", "H", "H", "C", "O", "C", "H", "H", "H", "C", "H", "H", "H", "F", "C", "C", "F", "C", "F", "C", "S", "C", "F", "C", "F"], "positions_angstrom": [[1.052481, -1.615750, -0.619353], [-3.319641, 1.389454, 1.340375], [3.147217, -1.769290, -1.364366], [1.080365, 0.160012, -0.636907], [-2.993541, 0.050188, 1.007917], [-3.333092, 1.499164, 3.134992], [-4.232344, 2.004228, 3.510215], [-2.450215, 2.048748, 3.490867], [-3.299693, 0.478099, 3.539347], [-4.988075, 1.373189, 0.614183], [-5.379125, 2.361219, 0.356916], [-5.695434, 0.843343, 1.285714], [-4.875260, 0.756807, -0.296413], [-2.106338, 2.579583, 0.759684], [-2.538017, 3.592803, 0.689225], [-1.744494, 2.271958, -0.226097], [-1.271947, 2.630204, 1.475649], [4.338640, -2.289787, -0.059002], [5.378446, -2.328833, -0.410015], [4.044326, -3.286479, 0.294377], [4.275339, -1.568113, 0.766108], [3.249440, -3.032894, -2.689397], [4.082404, -2.841714, -3.369347], [2.307641, -2.981148, -3.243724], [3.379142, -4.031272, -2.254168], [3.984858, -0.316974, -2.101901], [5.022505, -0.525395, -2.390771], [4.013172, 0.509165, -1.380648], [3.445650, 0.007744, -2.999928], [1.224417, 1.467153, -0.786665], [2.411978, 3.449693, -0.054160], [1.909314, 2.206373, 0.244952], [0.912204, 2.082917, -2.046032], [1.448453, 3.318765, -2.323897], [2.181420, 3.984755, -1.331800], [2.993090, 3.991963, 0.694058], [2.090707, 1.681213, 1.191810], [0.367621, 1.472481, -2.769769], [1.297502, 3.755995, -3.312533], [2.602548, 4.963333, -1.562644], [-2.076200, -2.094388, 0.089861], [-1.050582, -1.600166, -0.440306], [-2.414480, -2.067487, 1.536378], [-2.464718, -3.085212, 1.925951], [-3.449533, -1.705362, 1.604405], [-1.737527, -1.461402, 2.146789], [-2.995029, -2.846165, -0.813900], [-2.797997, -3.926452, -0.715433], [-2.834236, -2.563652, -1.865300], [-4.023038, -2.604129, -0.526091], [-0.661300, -7.732491, 2.341561], [-0.179785, -6.493472, 2.105146], [-0.102255, -6.011872, 0.791608], [-0.482578, -6.808285, -0.237951], [0.305248, -4.699978, 0.594003], [0.385985, -4.269377, -0.721292], [0.603115, -3.857751, 1.665911], [1.158340, -2.174345, 1.478682], [0.513335, -4.367693, 2.981284], [0.718576, -3.528985, 4.027008], [0.138663, -5.680786, 3.199585], [-0.013231, -6.124250, 4.465914]], "forces_ev_per_a": [[-1.6, 0.0, -3.5], [-0.1, -1.0, 0.3], [0.8, -0.4, 0.6], [-0.1, 2.3, 0.4], [0.7, 0.4, -0.2], [-0.2, 0.0, 0.6], [0.2, -0.1, -0.1], [-0.3, -0.2, -0.2], [-0.1, 0.3, -0.1], [0.0, 0.0, -0.2], [0.1, -0.2, 0.1], [0.6, 0.4, -0.3], [-0.2, 0.4, 0.3], [-0.2, 0.4, -0.5], [0.0, -0.4, 0.0], [0.1, 0.1, 0.1], [-0.2, -0.3, -0.3], [0.4, 0.0, -0.5], [-0.2, 0.0, 0.0], [0.0, 0.3, 0.1], [-0.1, -0.3, -0.2], [0.3, 0.0, 0.0], [0.0, 0.0, 0.0], [0.2, -0.2, 0.0], [-0.2, 0.2, -0.1], [0.1, 0.2, -0.1], [-0.2, -0.2, 0.1], [-0.2, -0.1, -0.1], [0.0, 0.0, 0.3], [0.4, 0.2, -0.5], [-0.3, 0.1, -0.2], [-0.4, -0.7, -0.4], [0.3, -0.5, 0.6], [-0.1, 0.2, 0.3], [0.4, 0.9, -0.2], [-0.2, 0.0, -0.3], [0.0, 0.3, -0.4], [0.2, 0.3, 0.1], [0.1, 0.1, 0.3], [-0.1, -0.2, 0.0], [-2.3, -0.2, 0.3], [2.7, 1.5, -1.2], [-0.1, -0.2, -0.1], [0.2, -0.3, 0.5], [-0.3, 0.0, 0.5], [0.0, -0.1, -0.1], [0.0, 0.0, 0.1], [-0.4, -0.1, -0.1], [0.0, -0.1, 0.4], [-0.2, -0.5, -0.2], [0.2, 0.3, -0.2], [-0.2, -0.2, -0.1], [-0.2, -0.4, 0.5], [0.4, 0.6, 0.7], [-0.1, -0.1, -0.7], [-0.1, -0.6, 1.4], [0.5, 0.9, 0.4], [0.6, -2.3, 3.7], [-0.3, 0.2, -0.6], [0.0, -0.7, -0.6], [-0.2, 0.3, 0.1], [0.1, -0.1, -0.7]], "relative_energy_kcal_mol": 23.18, "total_charge": 0, "multiplicity": 5, "homo_lumo_gap_ev": [3.72, 5.58], "s_squared": 6.05}